Entry 1:
Density functional theory data (ωB97M-V/def2-TZVPD) for an isolated molecule of CH4O2S2.

```
9
Properties=species:S:1:pos:R:3:forces:R:3:nbo_charge:R:1
C -0.049164 -0.328252 -0.222100 -0.01 1.52 -0.48 -0.74
O 2.204766 -3.070869 -1.823184 -0.62 1.10 -1.04 -0.89
O -0.075701 -2.939670 -1.156820 0.45 0.95 -1.79 -0.90
S 1.272590 -0.003458 -1.460677 -0.32 0.12 1.01 0.05
S 0.909165 -2.477413 -2.161528 0.40 -3.31 2.04 1.58
H -0.475737 -1.328424 -0.252611 -0.24 0.42 -0.42 0.28
H -0.676996 0.559685 -0.288446 -0.77 -0.57 -0.58 0.23
H 0.301379 -0.161385 0.748597 1.24 -0.10 1.49 0.23
H 2.331579 -0.204555 -0.649101 -0.14 -0.13 -0.23 0.16
```
Forces are in eV/Å.

Its LUMO energy is -0.4 eV. The orbital gap comes out at 0.348 Eh. The total energy comes out at -987.309725 hartree. The energy above the lowest of the compared OMol25 structures with the same formula, charge and spin comes out at 24.91 kcal per mole. For the highest occupied orbital energy, the calculation gives -9.9 eV. The net charge is 0. As for the max |F|: 3.91 eV Å⁻¹.

---

Entry 2:
Density functional theory data (ωB97M-V/def2-TZVPD) for a cluster of 2 separate species, C5H16N2O2 in total.

```
25
Properties=species:S:1:pos:R:3:forces:R:3:nbo_charge:R:1
C 2.093932 1.334134 1.151230 0.61 0.94 0.38 -0.63
C 1.820656 0.668334 -0.169468 -3.68 -2.20 -0.18 -0.06
N 1.918266 -0.884167 -0.141291 2.00 3.39 -0.39 -0.84
C 0.356308 1.135673 -0.625676 0.84 1.25 -1.37 -0.23
N -0.290029 0.178512 -1.541988 -0.78 0.42 0.41 -0.68
C -1.456740 -0.521751 -0.969473 1.34 -0.70 0.62 -0.25
C -1.197909 -2.079427 -0.888296 -0.85 0.44 0.63 -0.07
O -1.265229 -2.498032 0.467835 1.77 0.50 2.36 -0.73
H 3.120336 1.020115 1.412011 -0.44 0.44 0.51 0.23
H 1.355628 1.059390 1.967119 0.87 0.21 -0.95 0.20
H 2.067570 2.493170 1.007122 0.05 -2.09 0.33 0.22
H 2.482118 0.974115 -0.909446 1.39 0.62 -1.20 0.18
H 1.523322 -1.158115 0.685289 -1.06 -1.06 2.68 0.32
H 1.475122 -1.386695 -0.869866 -0.54 0.31 -1.07 0.37
H -0.227839 1.423154 0.281987 0.02 -0.81 -0.69 0.18
H 0.426380 2.148381 -1.159457 0.27 -1.21 0.63 0.19
H -0.404343 0.439086 -2.541355 0.10 0.15 1.53 0.38
H -2.378154 -0.283487 -1.469023 -0.40 -0.09 -0.69 0.19
H -1.673185 -0.172918 0.085854 0.59 -0.42 -1.15 0.20
H -2.013778 -2.614029 -1.430739 0.79 0.13 0.39 0.18
H -0.203726 -2.454044 -1.137459 -0.21 0.67 -1.38 0.17
H -0.392382 -2.185974 0.942641 -2.65 -0.91 -1.52 0.45
O -2.450523 1.501728 1.799771 -0.17 -0.34 0.17 -0.92
H -1.624158 1.049311 1.968704 0.58 0.17 0.01 0.46
H -3.061634 0.813529 2.083975 -0.45 0.18 -0.06 0.47
```
Forces are in eV/Å.

Its LUMO energy is 0.6 eV. The orbital gap comes out at 0.339 Eh. The total energy comes out at -460.015473 hartree. The energy above the lowest of the compared OMol25 structures with the same formula, charge and spin comes out at 63.42 kcal per mole. The SMILES is C[C@@H](N)CNCCO.O. For the highest occupied orbital energy, the calculation gives -8.7 eV. The net charge is 0. As for the max |F|: 4.29 eV Å⁻¹.

---

Entry 3:
Density functional theory data (ωB97M-V/def2-TZVPD) for a cluster of 6 separate species, C37H29O17P in total.

```
84
Properties=species:S:1:pos:R:3:forces:R:3:mulliken_charge:R:1
C 0.751664 2.495778 -0.297905 0.74 -0.60 -0.19 -0.34
C 1.752951 3.101585 -1.315702 -0.64 -0.25 0.45 -0.22
C 1.918643 2.275823 -2.595228 0.69 1.41 -0.23 -0.85
O 2.538471 0.981860 -2.361967 -1.04 0.02 -0.89 -0.50
C 1.646873 0.010327 -2.126071 1.09 1.22 0.41 1.06
C 1.718906 -0.704728 -1.013219 -0.59 -1.37 0.32 1.10
P 2.909596 -0.576652 0.348033 0.26 0.40 -0.37 0.39
O 2.297590 -0.740318 1.646576 -0.46 -0.42 0.79 -0.54
O 3.643890 0.862285 0.244474 0.11 -1.27 -0.41 -0.35
O 4.070872 -1.669657 0.014818 -0.68 0.98 -0.54 -0.59
C 0.541200 -1.677558 -1.077458 2.88 3.97 -1.93 -1.00
O 0.228377 -2.508542 -0.356843 -1.45 -3.04 2.25 -0.50
O -0.146524 -1.343750 -2.230734 -1.77 -0.93 -0.77 -0.16
C 0.454833 -0.399934 -3.000994 2.60 -0.82 4.80 0.69
O 0.124915 -0.023876 -4.030172 -1.50 1.10 -3.63 -0.47
H -0.040092 1.914887 -0.786382 -0.06 0.44 0.10 0.18
H 1.293163 1.767310 0.323570 -0.27 0.28 0.06 -0.46
H 0.323609 3.251501 0.367980 0.01 -0.16 -0.20 0.55
H 1.327884 4.070464 -1.625005 0.40 -0.16 -0.13 0.43
H 2.708422 3.283378 -0.790376 -0.52 -0.13 -0.72 0.23
H 0.978919 2.212522 -3.159110 0.13 -0.44 0.28 0.36
H 2.620252 2.816121 -3.246379 -0.10 -0.31 0.10 0.41
H 4.526224 0.717193 -0.132524 -0.12 0.50 0.05 0.33
H 4.265629 -1.557453 -0.933670 0.21 -0.48 0.18 0.41
O 3.304406 4.357574 0.868340 0.15 0.26 0.27 -0.58
C 3.073428 4.818361 1.968012 -0.02 -0.13 -0.02 0.35
C 3.563246 4.149987 3.196384 0.03 -0.02 0.10 -0.23
C 3.307532 4.649457 4.402301 0.06 -0.08 -0.06 -0.46
C 2.522890 5.896444 4.568783 -0.06 0.02 0.13 0.37
O 2.291363 6.352890 5.667927 0.02 -0.02 -0.06 -0.58
C 2.033149 6.564967 3.338267 -0.01 0.00 -0.12 -0.41
C 2.289440 6.064756 2.132412 -0.05 0.08 0.04 -0.32
H 4.133699 3.240389 3.054864 -0.03 0.00 -0.05 0.46
H 3.655709 4.175146 5.311204 -0.02 0.03 0.02 0.43
H 1.461466 7.473451 3.478727 0.00 -0.01 0.05 0.42
H 1.940680 6.537779 1.223036 0.02 -0.03 -0.02 0.45
O 0.195117 2.872194 4.028890 0.01 0.00 0.05 -0.58
C 0.359536 1.860843 4.683175 0.04 0.02 -0.06 0.44
C -0.219483 1.723545 6.041930 -0.05 0.00 0.10 -0.58
C -0.037444 0.617848 6.759453 -0.06 0.10 0.01 -0.34
C 0.750596 -0.523959 6.230125 0.05 -0.12 0.00 0.23
O 0.912991 -1.531302 6.886260 -0.03 0.07 0.01 -0.55
C 1.328373 -0.384497 4.872088 0.03 0.00 -0.03 -0.14
C 1.146041 0.721263 4.155080 0.03 0.11 -0.06 -0.38
H -0.791226 2.566181 6.410774 0.01 0.02 -0.03 0.46
H -0.450702 0.498001 7.753084 0.02 -0.04 0.00 0.42
H 1.900511 -1.224859 4.499703 -0.02 0.01 -0.03 0.51
H 1.559676 0.837507 3.161670 -0.02 -0.07 -0.01 0.50
O 1.931820 -2.916457 -3.455223 0.09 -0.01 0.07 -0.52
C 1.954685 -4.120262 -3.280922 -0.05 -0.02 -0.02 0.51
C 2.304875 -4.701110 -1.962928 0.04 0.00 0.04 0.00
C 2.330729 -6.017723 -1.775654 0.03 0.09 0.06 -0.59
C 2.008644 -6.958827 -2.876544 -0.03 -0.13 0.01 0.29
O 2.030543 -8.158392 -2.704970 0.01 0.06 -0.01 -0.55
C 1.658275 -6.374922 -4.194164 0.00 0.09 -0.06 -0.47
C 1.632741 -5.058032 -4.380644 -0.01 -0.05 -0.09 -0.34
H 2.535918 -3.999917 -1.170061 -0.02 0.00 0.01 0.37
H 2.584426 -6.461508 -0.821431 -0.01 -0.03 -0.02 0.45
H 1.426427 -7.076008 -4.985591 0.00 -0.03 0.03 0.41
H 1.378010 -4.612792 -5.333840 -0.02 0.04 0.03 0.44
O -6.404538 -0.835657 -3.737637 0.04 -0.04 0.03 -0.56
C -5.463838 -1.569748 -3.962279 -0.09 0.08 0.03 0.19
C -4.075329 -1.152482 -3.665677 0.07 -0.05 -0.02 -0.09
C -3.041333 -1.951449 -3.909391 0.08 0.06 0.02 -0.38
C -3.235590 -3.302016 -4.490576 0.08 -0.06 -0.01 0.26
O -2.294204 -4.034437 -4.712800 -0.05 0.02 0.00 -0.52
C -4.627184 -3.723223 -4.789651 -0.12 0.03 0.00 -0.38
C -5.660033 -2.920021 -4.543899 0.04 -0.11 -0.05 -0.43
H -3.948195 -0.166606 -3.242342 -0.01 0.02 -0.08 0.41
H -2.021917 -1.657385 -3.696750 -0.03 -0.07 -0.04 0.67
H -4.750835 -4.711518 -5.214107 0.04 0.00 0.01 0.42
H -6.681792 -3.209799 -4.753987 -0.01 0.04 0.02 0.42
O -2.188936 1.156991 -0.065927 0.01 -0.06 0.02 -0.40
C -3.258529 0.814611 0.394616 0.11 -0.01 -0.02 0.12
C -3.427242 0.534517 1.839990 -0.02 -0.01 0.11 -0.40
C -4.602495 0.151474 2.333261 0.11 0.03 0.00 -0.41
C -5.790048 -0.011477 1.457442 -0.09 -0.04 0.05 0.29
O -6.860286 -0.360436 1.906789 0.06 0.02 -0.02 -0.55
C -5.616119 0.268900 0.010211 0.00 0.02 -0.11 -0.43
C -4.440400 0.655155 -0.477476 -0.19 -0.04 0.02 -0.32
H -2.548715 0.657391 2.461320 0.03 0.01 -0.05 0.56
H -4.747908 -0.059056 3.385174 -0.04 -0.01 -0.01 0.43
H -6.490586 0.143109 -0.616556 -0.01 -0.01 0.02 0.48
H -4.288301 0.866579 -1.525971 -0.02 0.08 0.03 0.55
```
Forces are in eV/Å.

Its LUMO energy is -1.7 eV. The orbital gap comes out at 0.310 Eh. The total energy comes out at -3047.686777 hartree. The SMILES is CCCOC1=C(P(=O)(O)O)C(=O)OC1=O.O=C1C=CC(=O)C=C1.O=C1C=CC(=O)C=C1.O=C1C=CC(=O)C=C1.O=C1C=CC(=O)C=C1.O=C1C=CC(=O)C=C1. For the highest occupied orbital energy, the calculation gives -10.1 eV. The net charge is 0. As for the max |F|: 5.52 eV Å⁻¹.

---

> Which of these has the highest highest occupied orbital energy?

C5H16N2O2